[1]
Entry from the Open Molecules 2025 dataset: a structure of composition C52H60AsClFeO2P4 (wB97M-V/def2-TZVPD).

E_tot in a.u.: -7492.36603
Energy relative to the best compared isomer or geometry (same formula, charge and spin) in kcal per mole: 0.00
Net charge: +3
Orbital gap (alpha / beta) in eV: 9.03 / 6.63
LUMO level (alpha / beta) in eV: -6.70 / -9.33
Spin multiplicity: 6
Max |F| in eV Å⁻¹: 0.48

Structure (XYZ):
```
121
Properties=species:S:1:pos:R:3:mulliken_charge:R:1
C -2.60736 4.09248 -3.78499 -0.657
H -0.05415 -4.58909 -0.40682 0.255
C 1.77320 -2.15588 3.29731 -0.012
C 0.32644 3.98013 -1.33443 -0.812
C 3.22897 1.22711 2.99436 -1.204
H -3.79851 -0.53689 -0.93894 1.002
H 0.93577 -3.06093 -2.67495 -0.167
H -3.19362 3.70841 -0.47690 0.526
C 5.57346 3.45911 -0.39464 -0.766
C 1.21377 0.14044 -3.01043 0.062
C -1.99117 2.87337 -4.05796 -0.944
H -1.73127 -3.81292 -5.01424 0.492
H 6.01569 4.44648 -0.41235 0.486
H -4.03437 -3.74938 4.47346 0.452
P -1.93209 -2.03514 -0.47760 0.630
C -2.06987 2.25656 1.99858 -0.289
H -0.78270 5.77238 -1.72190 0.623
H -4.58240 3.22648 4.04877 0.478
C -4.21830 1.61401 1.09756 -1.180
C -0.66832 -0.63639 3.17197 1.053
H 1.72432 0.47843 -6.33856 0.503
C -2.53908 -4.05176 2.96102 -0.767
C -3.72947 -1.90577 1.64967 -0.671
H -4.82561 1.18615 0.30536 0.527
C -1.81818 1.94905 -3.04477 -0.534
C 2.24030 1.94103 -4.85507 -1.007
C -2.29813 -3.25998 -1.71267 1.085
H 0.82692 -1.13427 -4.69441 0.529
C 1.83615 0.81732 3.46690 -0.659
C -3.05810 -4.39288 -1.42517 -0.383
P -1.98310 1.04478 -0.44758 1.660
C 0.58443 4.94284 1.26704 -0.994
H 3.55229 2.11999 3.52957 0.514
H 1.12426 1.64048 3.34864 0.441
H 3.83648 -4.92002 -0.52286 0.541
C -1.82220 -3.05261 -3.01399 -0.508
H 7.44637 2.46526 -0.05353 0.454
C 1.72207 0.72481 -5.28416 -0.926
H -0.55877 6.62870 0.58496 0.450
H -2.54142 -0.50067 -2.13482 0.813
H -0.61333 0.70217 4.90006 0.389
H -1.22459 0.06019 2.54262 -0.416
C 4.46564 0.97169 -0.34260 0.309
H 4.00413 -3.99186 0.98124 0.316
H 0.82325 -4.79954 1.13874 0.325
C -2.84842 -5.10697 -3.71152 -0.698
H 3.97196 0.45302 3.17412 0.303
H -2.08991 -4.89862 3.46422 0.515
H 1.74022 3.18769 1.65439 0.676
C -3.32723 -5.31580 -2.42775 -0.840
C 3.80272 -3.92190 -0.08693 -1.249
C 0.92332 -4.69774 0.06014 -1.082
H 1.29022 -2.95654 2.72976 -0.119
H 2.69289 3.18758 -3.17961 0.532
H -3.06663 -5.82550 -4.49180 0.443
H 1.83962 0.57401 4.53322 0.669
H -1.95074 -0.43721 4.88615 0.442
H -5.09030 -1.84424 3.30452 0.502
C 1.95408 -3.26253 -2.34660 -0.939
H -0.98938 2.31239 1.90071 0.354
H 3.76213 -1.63931 4.00553 0.440
C 4.20396 3.31775 -0.57009 -0.841
C -2.70366 2.82385 3.09445 -0.856
C -2.09457 -3.97322 -4.00721 -0.872
C 3.62363 2.05008 -0.55704 0.444
H 2.24898 -4.25837 -2.67329 0.701
H 2.63379 -2.52636 -2.77418 0.329
H -5.92697 2.16849 2.26552 0.535
C -3.04191 4.38383 -2.50083 -1.099
O -0.41361 -1.81817 -0.38685 0.738
H -1.66005 2.64325 -5.06277 0.521
As 2.03326 -3.18090 -0.40922 0.843
Fe 1.07606 -0.57440 0.14884 1.225
H -0.33912 -0.99413 5.30911 0.354
H 0.77754 -0.57524 -2.31537 -0.059
H 3.57769 -3.31202 3.52453 0.434
H 3.71373 -2.05667 2.28913 0.160
Cl 3.71049 -0.63168 -0.27383 -0.127
H 2.64452 2.64223 -5.57389 0.487
C 1.21496 -0.17912 -4.36026 -0.515
C -2.62305 -2.53580 1.08488 0.397
H 0.69363 5.32545 2.27437 0.524
H -2.75632 4.81119 -4.58170 0.465
H -3.53118 5.32690 -2.29377 0.519
H -3.91810 -6.19457 -2.20531 0.476
C 2.25899 2.24944 -3.50374 -0.125
C 6.37954 2.34561 -0.19345 -0.730
C -0.89306 -0.32197 4.65194 -1.769
P 1.86669 1.70790 -0.79912 -0.323
H -1.33718 1.00482 -3.27595 0.072
C -0.24400 5.19726 -0.97914 -0.861
H -2.12117 3.31322 3.86463 0.536
H -1.18538 -4.13195 1.30913 0.329
H -3.44501 -4.55968 -0.42785 0.421
C -2.82522 1.63194 1.00605 0.985
H 4.56511 -3.30609 -0.55830 0.452
C 5.82663 1.06961 -0.16053 -0.794
C -4.84660 2.17978 2.19478 -0.947
H 3.58458 4.19473 -0.71603 0.545
C 3.29360 -2.29145 3.26975 -1.373
C 1.16345 3.73534 0.91683 -0.694
H 3.24476 1.45741 1.92741 0.264
C -0.11847 5.67653 0.31550 -1.020
H 0.21105 3.61007 -2.34552 0.627
H -1.03760 -1.63609 2.93052 -0.597
H -1.23458 -2.16947 -3.25302 0.178
C -4.22935 -2.33744 2.87118 -0.750
C -2.03406 -3.61874 1.74765 -0.756
C -2.85981 3.46326 -1.47740 -0.296
C 1.03855 3.24934 -0.38804 0.947
C -2.24760 2.23926 -1.74419 1.254
C -3.63561 -3.40661 3.52618 -0.822
H 1.40170 -2.24506 4.32174 0.810
H -4.21474 -1.07601 1.15480 0.387
H 6.44009 0.19292 0.00487 0.572
C 1.73135 1.35674 -2.56917 0.602
O -0.50864 0.77613 -0.16157 1.145
P 1.07031 -0.60872 2.63501 0.452
C -2.71253 -0.50403 -1.05383 -2.276
C -4.08824 2.77888 3.19515 -0.893
H 1.40639 -5.59151 -0.33147 0.694
```

---

[2]
Entry from the Open Molecules 2025 dataset: a structure of composition C52H63N10O2SSn in a non-equilibrium geometry (wB97M-V/def2-TZVPD).

E_tot in a.u.: -3329.65516
Energy relative to the best compared isomer or geometry (same formula, charge and spin) in kcal per mole: 0.00
Net charge: +1
Orbital gap in eV: 5.67
LUMO level in eV: -3.52
Max |F| in eV Å⁻¹: 1.70

Structure (XYZ):
```
129
Properties=species:S:1:pos:R:3:mulliken_charge:R:1
C -0.61800 -3.80240 0.39330 0.138
C 3.68320 2.49780 -2.86740 0.520
C -2.31970 1.32700 1.38830 0.306
C 3.93190 2.85170 0.78390 -0.395
N -3.15630 -5.47960 -5.33230 -0.468
C -1.17870 1.89380 -3.33150 0.467
H 2.28850 -3.60580 -5.97840 0.361
C 2.04880 -4.41160 3.01750 -0.446
H -0.97290 1.80330 6.33210 0.367
H 7.07640 3.24740 -2.59380 0.442
C -2.02180 -2.23830 1.05780 -0.365
H 4.61600 -4.28110 -5.85310 0.409
H 5.67480 -2.03170 -5.56620 0.271
H -5.33290 0.52670 2.69070 0.509
C -0.96100 -3.47560 -3.50530 -0.432
C 5.36750 -2.62740 -4.70880 -0.870
H 2.44500 -2.32380 -3.64790 0.271
H 1.55110 5.84660 1.13140 0.495
C 6.46320 1.19800 -2.78800 -1.116
H 4.58930 1.99920 0.71750 0.771
H 4.85580 4.27580 -2.67340 0.429
C -0.57460 -2.43670 -2.67470 -1.078
H -1.02550 5.40650 0.56860 0.356
H -1.60010 3.63890 -4.64580 0.522
H -3.35770 -0.94760 -1.99010 0.508
H 0.46130 -2.29580 -2.39760 0.745
N 3.52560 1.43200 -3.82910 0.072
C -2.60710 -0.95150 1.36430 -0.250
C 3.08260 0.18980 -3.58340 -0.569
H 1.10990 2.41640 3.51300 0.780
H 2.58180 -7.07570 1.00730 0.443
N 2.96440 -0.61180 -4.65590 0.231
C 3.55950 5.15870 1.28790 -1.041
H 2.83640 3.18960 -2.97080 0.084
C -1.43880 2.42990 1.06390 -0.608
C -0.61210 2.11280 5.35340 -0.978
C 4.24680 -3.58250 -5.09920 -0.554
C 3.02190 -2.86130 -5.66310 -1.020
H 5.19070 3.35830 -4.14110 0.404
C 1.71410 3.76290 0.62500 0.141
H 0.39130 0.47960 -3.46820 -0.346
C -3.87630 -0.84810 1.91900 -0.692
C -3.56960 1.51800 1.96600 -1.098
N -1.84750 0.11250 1.09480 1.187
C -1.94230 -4.44560 0.89540 -0.647
C -2.78320 -4.64230 -4.64700 -0.217
N -1.58140 1.56810 -2.11350 0.466
H 5.63510 0.55470 -2.50320 0.142
C 2.82530 0.26320 3.78540 -0.663
C -0.44170 -0.21650 4.82400 -0.645
H -2.45380 -5.04100 0.13760 0.347
H 2.39270 -3.97050 3.94000 0.441
C 2.35690 -1.92110 -4.65850 -0.128
H -1.34180 -0.25100 4.18400 0.158
C 4.99050 3.26780 -3.06980 -1.125
C 2.59770 -1.18190 1.46490 -0.315
C 2.62440 -5.57770 2.54070 -0.669
C -0.28280 1.01750 -4.13090 -0.431
H 3.19450 -0.23430 -5.56450 0.275
H 1.28990 -1.81670 -4.89890 -0.118
H 0.28280 1.61170 -4.84690 0.466
C 0.25400 3.60910 0.27250 -0.157
H -4.26450 4.51430 -1.93770 0.338
H -0.73620 -0.45270 5.84420 0.496
C 2.15790 -6.15090 1.36940 -0.738
C -2.31930 -3.60260 -3.80090 0.379
H 3.64420 2.06280 -1.86830 -0.671
H 2.88320 0.82810 4.70340 0.532
H 3.94860 -4.16600 -4.22540 0.300
H 5.48300 4.21930 1.33250 0.486
H 3.72940 1.67850 -4.78820 0.273
H 6.23080 -3.18620 -4.35700 0.425
H 6.61400 1.12440 -3.86360 0.275
H -0.86890 0.28720 -4.68920 0.311
C 0.67170 1.41290 3.46770 -0.086
C 2.58750 2.69370 0.50110 0.326
C -3.31720 4.75660 -2.41740 -1.400
H 4.67550 -0.76460 4.09310 0.452
C 1.70820 0.44360 2.97360 -1.463
C 0.56420 -4.36930 1.13440 0.122
C -2.51150 3.53250 -2.65050 0.834
H -4.44540 -1.74550 2.10730 0.678
C 4.42630 4.08750 1.15740 -0.835
H -0.01790 3.01830 5.47760 0.317
H -0.17670 1.43800 2.76690 -0.092
C -1.73980 3.12600 -3.71660 -1.650
N 0.22070 1.06740 4.80490 0.030
C 3.69770 -1.37100 2.28300 -0.816
H 7.35960 0.82870 -2.29630 0.509
N -1.41980 -1.56190 -2.15750 1.436
H -2.83420 2.53260 -0.81610 0.030
H -0.23760 -4.17060 -3.90200 0.650
O -1.82860 3.68010 1.34950 -0.377
C -2.70660 -1.68580 -2.43540 -0.721
S 2.75360 -0.36430 -2.03500 0.059
H 6.03170 2.67810 -1.29180 0.000
H 0.76430 -5.99820 -0.24440 0.482
H 0.14450 3.81300 -0.80400 0.400
C 1.13330 -5.54810 0.66610 -0.508
H -0.47300 -3.96620 -0.68070 0.032
H -3.89270 2.51480 2.21740 0.718
C -0.69660 4.51020 1.09200 -1.323
H 3.31080 -2.29340 -6.55100 0.380
C -4.36420 0.41140 2.23140 -1.211
H 2.21300 1.72910 0.19140 -0.298
H 2.52840 -1.76390 0.55000 0.376
H 0.25890 -0.97230 4.47810 0.084
C -3.21480 -2.68570 -3.25000 -1.151
H -1.78240 -5.05680 1.78860 0.373
N -2.39000 2.56090 -1.71940 0.144
C 3.81720 -0.63510 3.44960 -1.353
Sn 0.12530 -0.09260 -0.08820 0.169
H -0.25850 4.78950 2.05700 0.422
C 2.20990 4.99790 1.02530 -0.326
N -0.84120 -2.38750 0.59840 1.262
H -4.27130 -2.75910 -3.45250 0.541
H 0.56210 -2.90270 2.68800 0.009
H 3.43750 -6.04190 3.07550 0.433
O -2.76380 -3.33620 1.24480 -0.512
H 5.05050 -1.96090 -3.91120 0.083
H -2.77820 5.45030 -1.77030 0.203
H -3.51300 5.25800 -3.36060 0.398
H 4.45550 -2.08960 2.00490 0.559
H -1.48210 2.35220 4.71520 0.220
C 1.58850 -0.27260 1.78390 2.265
H 3.92940 6.12110 1.60390 0.433
C 1.01540 -3.81170 2.31990 0.160
C 6.19680 2.63920 -2.37030 -0.124
N -0.30090 2.28670 0.49660 1.166
```